Entry from the Open Molecules 2025 dataset: a 2-piece molecular cluster, C6H5IO2 overall in a non-equilibrium geometry (ωB97M-V/def2-TZVPD).

```
! wB97M-V def2-TZVPD RIJCOSX def2/J DEFGRID3
* xyz 0 1
C 0.322 1.924 0.539
C -0.750 1.100 0.734
C 1.114 1.223 -0.398
C 0.559 0.009 -0.652
C 4.169 1.510 -0.462
C 0.835 -1.095 -1.590
O 4.875 2.395 -0.649
O -0.723 -0.041 0.030
I 4.607 -0.438 0.245
H 0.671 2.854 0.987
H -1.685 1.284 1.312
H 1.572 -1.781 -1.319
H -0.060 -1.794 -1.884
H 1.335 -0.627 -2.445
*
```

Values from the calculation:
energy relative to the best compared isomer or geometry (same formula, charge and spin)	361.22	kJ/mol
orbital gap (spin up / spin down)	7.43 / 7.02	eV

Atomic partial charges in e from the Löwdin method, atoms 1 to 6: -0.090 -0.174 0.057 -0.298 -0.690 -0.046